(1)
ORCA calculation (ωB97M-V/def2-TZVPD) on C45H44As2O2PdS2 as an isolated structure.

Summary:
- ⟨S²⟩: 2.047
- Relative energy (zero: lowest compared OMol25 entry of this formula, charge and spin): 20.6 kJ/mol
- HOMO level (alpha / beta): -5.7 / -7.8 eV
- Multiplicity: 3
- Orbital gap (alpha / beta): 6.023 / 7.339 eV

CARTESIAN COORDINATES (ANGSTROEM)
Pd1 0.896 0.373 -1.605
C1 3.537 3.400 -2.818
As1 2.617 1.679 -2.913
C2 3.708 0.762 -4.242
C3 0.979 2.079 -3.894
C4 1.105 2.519 -5.313
C5 0.028 2.795 -6.087
C6 -1.331 2.591 -5.743
C7 -1.883 1.749 -4.750
C8 -1.268 0.877 -3.890
As2 -2.364 -0.382 -2.903
C9 -3.866 -0.612 -4.152
C10 -1.420 -2.022 -3.439
H1 3.485 3.890 -3.791
H2 4.577 3.249 -2.535
H3 3.054 4.022 -2.064
H4 3.970 1.427 -5.064
H5 3.150 -0.090 -4.627
H6 4.616 0.396 -3.764
H7 2.093 2.710 -5.721
H8 0.210 3.245 -7.058
H9 -2.057 3.060 -6.398
H10 -2.969 1.721 -4.769
H11 -3.509 -0.694 -5.178
H12 -4.561 0.223 -4.076
H13 -4.401 -1.523 -3.878
H14 -1.237 -2.028 -4.514
H15 -2.043 -2.876 -3.172
H16 -0.474 -2.103 -2.904
C11 -6.992 -0.824 3.950
C12 -5.701 -0.531 3.237
C13 -4.496 -0.514 3.944
C14 -3.301 -0.229 3.311
C15 -3.308 0.035 1.948
C16 -4.488 0.049 1.228
C17 -5.681 -0.245 1.878
S1 -1.766 0.424 1.122
O1 -0.868 1.003 2.158
C18 -1.245 -1.270 0.769
C19 -2.129 -2.017 -0.047
C20 -1.777 -3.251 -0.492
C21 -0.503 -3.790 -0.190
C22 -0.096 -5.048 -0.694
C23 1.132 -5.557 -0.386
C24 2.009 -4.830 0.445
C25 1.640 -3.616 0.951
C26 0.373 -3.058 0.644
C27 -0.034 -1.780 1.155
C28 0.818 -1.190 2.232
C29 0.527 -1.601 3.573
C30 -0.563 -2.456 3.880
C31 -0.829 -2.815 5.171
C32 -0.021 -2.343 6.226
C33 1.041 -1.529 5.960
C34 1.345 -1.144 4.632
C35 2.461 -0.322 4.340
C36 2.736 0.042 3.061
C37 1.899 -0.388 2.004
S2 2.332 0.057 0.318
O2 3.538 -0.729 -0.032
C38 2.869 1.735 0.647
C39 4.208 2.027 0.485
C40 4.644 3.329 0.705
C41 3.754 4.329 1.075
C42 4.221 5.738 1.315
C43 2.404 4.000 1.222
C44 1.950 2.711 1.011
H17 -6.901 -1.711 4.577
H18 -7.806 -0.987 3.244
H19 -7.273 0.008 4.599
H20 -4.501 -0.725 5.007
H21 -2.366 -0.193 3.857
H22 -4.475 0.289 0.170
H23 -6.610 -0.241 1.320
H24 -3.092 -1.598 -0.303
H25 -2.462 -3.830 -1.100
H26 -0.778 -5.595 -1.334
H27 1.437 -6.518 -0.780
H28 2.985 -5.234 0.676
H29 2.330 -3.060 1.572
H30 -1.194 -2.822 3.081
H31 -1.667 -3.466 5.386
H32 -0.242 -2.634 7.245
H33 1.673 -1.167 6.762
H34 3.100 0.005 5.152
H35 3.597 0.658 2.843
H36 4.888 1.238 0.189
H37 5.694 3.569 0.581
H38 5.269 5.858 1.044
H39 4.111 6.011 2.366
H40 3.635 6.449 0.730
H41 1.698 4.771 1.509
H42 0.904 2.454 1.137
C45 0.177 0.799 -3.583
H43 0.513 2.890 -3.317
H44 0.611 -0.057 -4.122

(2)
ORCA calculation (ωB97M-V/def2-TZVPD) on C45H44AuNP2 as an isolated structure.

Summary:
- Charge: +2
- ⟨S²⟩: 2.011
- HOMO level (alpha / beta): -12.9 / -13.3 eV
- Multiplicity: 3
- Orbital gap (alpha / beta): 8.192 / 4.672 eV

CARTESIAN COORDINATES (ANGSTROEM)
C1 -0.142 4.486 -1.126
C2 -0.204 4.037 0.216
C3 0.207 4.908 1.248
C4 0.558 6.231 0.959
C5 0.586 6.664 -0.373
C6 0.271 5.789 -1.422
P1 -0.861 2.362 0.558
C7 -1.174 2.438 2.350
C8 -0.207 1.903 3.214
C9 -0.471 1.782 4.577
C10 -1.653 2.325 5.094
C11 -2.558 2.999 4.263
C12 -2.334 3.035 2.881
Au1 0.236 0.280 0.003
P2 2.056 -0.927 -0.974
C13 3.719 -0.269 -0.632
C14 4.623 0.059 -1.663
C15 5.948 0.376 -1.351
C16 6.349 0.437 -0.010
C17 5.424 0.253 1.028
C18 4.105 -0.086 0.716
C19 2.163 -2.668 -0.431
C20 1.186 -3.565 -0.900
C21 0.908 -4.728 -0.177
C22 1.707 -5.071 0.923
C23 2.841 -4.305 1.226
C24 3.079 -3.107 0.540
C25 2.063 -1.268 -2.755
C26 1.107 -0.625 -3.555
C27 1.092 -0.847 -4.934
C28 2.047 -1.695 -5.509
C29 3.003 -2.353 -4.719
C30 3.013 -2.136 -3.338
C31 -2.569 2.446 -0.078
C32 -3.141 3.619 -0.602
C33 -4.395 3.564 -1.227
C34 -5.054 2.335 -1.359
C35 -4.543 1.187 -0.736
C36 -3.357 1.282 -0.003
H1 0.655 -3.342 -1.826
H2 0.060 -5.361 -0.460
H3 1.440 -5.929 1.549
H4 3.530 -4.628 2.012
H5 3.980 -2.522 0.745
H6 4.294 0.057 -2.706
H7 6.668 0.574 -2.154
H8 7.391 0.642 0.232
H9 5.728 0.360 2.077
H10 3.374 -0.241 1.519
H11 0.390 0.048 -3.078
H12 0.337 -0.354 -5.554
H13 2.052 -1.850 -6.586
H14 3.742 -3.025 -5.174
H15 3.771 -2.634 -2.721
H16 -2.624 4.577 -0.498
H17 -4.847 4.485 -1.608
H18 -5.982 2.274 -1.931
H19 -5.072 0.232 -0.795
H20 -3.036 0.474 0.651
H21 0.741 1.562 2.802
H22 0.241 1.271 5.229
H23 -1.879 2.220 6.157
H24 -3.445 3.494 4.677
H25 -3.053 3.539 2.224
H26 0.230 4.563 2.285
H27 0.818 6.920 1.773
H28 0.876 7.688 -0.600
H29 0.343 6.116 -2.468
H30 -0.413 3.806 -1.939
H31 2.245 2.815 -1.668
H32 1.784 2.554 -2.181
C37 -3.044 -4.410 -0.981
N1 -3.321 -3.085 -0.517
C38 -4.678 -2.701 -0.286
C39 -2.255 -2.118 -0.390
C40 -1.588 -2.040 0.981
C41 -2.058 -2.871 2.006
C42 -1.360 -3.047 3.200
C43 -0.173 -2.348 3.406
C44 0.265 -1.438 2.437
C45 -0.469 -1.238 1.269
H33 -3.972 -4.858 -1.361
H34 -2.655 -5.051 -0.168
H35 -2.294 -4.403 -1.785
H36 -4.836 -2.423 0.772
H37 -4.993 -1.859 -0.926
H38 -5.322 -3.562 -0.512
H39 -1.485 -2.354 -1.146
H40 -2.650 -1.124 -0.655
H41 -2.956 -3.449 1.827
H42 -1.719 -3.762 3.951
H43 0.414 -2.502 4.316
H44 1.183 -0.890 2.652

How do the records compare in maximum force? In the order shown, they have 0.1, 1.9 eV/Å.
How do the records compare in E? In the order shown, they have -7287.31310, -2613.69555 hartree.